(1)
{
  "formula": "C24H42Cl3N4O3SiYb",
  "method": "ωB97M-V with the def2-TZVPD basis set",
  "symbols": ["C", "C", "H", "H", "H", "C", "C", "H", "H", "H", "H", "Yb", "Cl", "Cl", "C", "O", "N", "C", "C", "H", "H", "H", "H", "H", "H", "H", "H", "H", "C", "C", "N", "H", "C", "O", "H", "H", "H", "H", "O", "C", "C", "C", "H", "C", "H", "C", "H", "C", "C", "H", "H", "H", "Si", "Cl", "C", "C", "C", "H", "H", "H", "H", "H", "H", "H", "H", "H", "C", "N", "C", "C", "N", "C", "H", "H", "H", "H", "H", "H"],
  "positions_angstrom": [[2.6704, -2.6388, -2.5866], [2.1289, -1.7699, -3.6773], [2.3472, -3.6763, -2.7298], [2.3563, -2.2882, -1.5956], [3.7695, -2.6371, -2.6177], [2.0152, -2.2111, -4.9415], [2.3860, -3.5821, -5.4071], [1.6997, -1.5398, -5.7424], [1.9671, -4.3707, -4.7648], [3.4760, -3.7425, -5.4617], [1.9924, -3.7322, -6.4222], [0.2611, -0.0686, 2.4384], [2.0349, 1.4753, 3.5863], [1.8860, -1.5146, 0.8393], [-0.4027, 2.9005, 2.2697], [-1.1638, 1.9162, 2.3851], [-0.6380, 3.9651, 1.5041], [-1.9515, 4.0956, 0.8851], [0.4414, 4.8551, 1.0852], [0.5594, 2.9202, 2.8147], [-2.7104, 3.6954, 1.5707], [-1.9961, 3.5319, -0.0613], [-2.1268, 5.1615, 0.6781], [1.2490, 4.7772, 1.8180], [0.0596, 5.8827, 1.0263], [0.8294, 4.5644, 0.0971], [0.4087, -5.2328, 2.6939], [-0.0508, -3.3602, 0.5725], [-0.6469, -5.0498, 2.9495], [-1.0332, -3.7780, 0.8741], [-1.1571, -3.8657, 2.3040], [-0.7443, -4.9259, 4.0300], [-1.2359, -2.6954, 3.0443], [-1.5466, -1.5743, 2.5437], [-1.8302, -3.1433, 0.4742], [-1.3966, -2.8968, 4.1185], [-1.2404, -5.9139, 2.6249], [-1.1282, -4.7937, 0.4662], [0.8535, -0.4422, -2.1592], [1.7288, -0.3517, -3.2708], [0.0873, 0.1841, -5.1519], [1.2475, 0.4892, -4.4423], [-0.4972, -0.6954, -4.8724], [-0.2898, 0.9740, -6.2472], [2.6736, 0.0769, -2.8896], [2.0632, 1.5484, -4.8513], [-1.2092, 0.7363, -6.7903], [0.5342, 2.0257, -6.6661], [1.7103, 2.3122, -5.9660], [2.9877, 1.7315, -4.3092], [0.2551, 2.6185, -7.5401], [2.3775, 3.1093, -6.3033], [-0.5167, 0.4235, -1.6619], [0.9112, -2.5693, 3.6653], [-2.0377, -0.0448, -2.6010], [-0.1043, 2.2224, -1.9299], [-0.6862, -0.0027, 0.0875], [-2.0053, 0.3642, -3.6212], [-2.9082, 0.3830, -2.0754], [-2.1550, -1.1385, -2.6482], [-0.7593, -1.0918, 0.2472], [-1.4624, 0.5435, 0.6435], [0.3402, 0.3491, 0.3362], [0.1811, 2.3746, -2.9818], [0.7491, 2.5383, -1.3112], [-0.9593, 2.8816, -1.7184], [-0.7681, 1.5790, 8.3867], [-1.0758, 0.9391, 7.1120], [-2.2382, 0.2343, 6.8269], [-2.1213, -0.1843, 5.5146], [-0.9183, 0.2699, 5.0073], [-0.2974, 0.9290, 5.9762], [-1.4602, 2.4101, 8.5809], [-0.8597, 0.8569, 9.2102], [0.2543, 1.9642, 8.3501], [-3.0248, 0.0675, 7.5431], [-2.8098, -0.7584, 4.9192], [0.6711, 1.4038, 5.9159]],
  "s2": 0.75,
  "multiplicity": 2,
  "homo_energy_ev": [-8.03, -8.03],
  "e_above_lowest_kj_mol": 52.9,
  "lumo_ev": [0.35, -0.06],
  "mol_weight_g_mol": 742.11,
  "energy_ha": -4213.44759
}



(2)
{
  "formula": "C4H10O2Yb",
  "method": "ωB97M-V with the def2-TZVPD basis set",
  "symbols": ["C", "O", "C", "C", "O", "C", "H", "H", "H", "H", "H", "H", "H", "H", "H", "H", "Yb"],
  "positions_angstrom": [[1.9055, 0.9421, 0.2583], [1.6007, -0.0484, -0.8061], [0.9804, -1.2423, -0.3947], [-0.3527, -1.0010, 0.2998], [-1.0523, 0.0038, -0.4280], [-2.4034, 0.1721, -0.0264], [2.9543, 1.2354, 0.1011], [1.8356, 0.4463, 1.2405], [1.6358, -1.8075, 0.2891], [0.8154, -1.8247, -1.3112], [-0.2240, -0.6652, 1.3404], [-0.9386, -1.9321, 0.3087], [-2.9795, -0.7283, -0.2816], [-2.4592, 0.3690, 1.0547], [-2.8114, 1.0255, -0.5795], [1.2711, 3.2055, 0.0343], [0.2223, 1.8497, -1.0992]],
  "s2": 0.76,
  "multiplicity": 2,
  "homo_energy_ev": [-11.92, -12.52],
  "e_above_lowest_kj_mol": 0.0,
  "lumo_ev": [-4.37, -4.82],
  "mol_weight_g_mol": 263.16,
  "charge": 1,
  "energy_ha": -1467.18479
}



(3)
{
  "formula": "C45H56AsCl2F6N7PSbTi",
  "method": "ωB97M-V with the def2-TZVPD basis set",
  "symbols": ["Ti", "N", "P", "N", "C", "C", "C", "C", "C", "N", "C", "C", "C", "C", "C", "N", "C", "C", "C", "C", "C", "H", "H", "H", "H", "H", "H", "H", "H", "H", "H", "H", "H", "H", "H", "H", "H", "H", "H", "H", "H", "H", "H", "H", "H", "H", "H", "H", "H", "H", "H", "Cl", "C", "Cl", "H", "H", "C", "C", "C", "C", "C", "C", "As", "C", "C", "C", "C", "C", "C", "C", "C", "C", "C", "C", "C", "H", "H", "H", "H", "H", "H", "H", "H", "H", "H", "H", "H", "H", "H", "H", "F", "Sb", "F", "F", "F", "F", "F", "C", "C", "N", "C", "C", "C", "C", "C", "C", "C", "C", "N", "C", "N", "H", "H", "H", "H", "H", "H", "H", "H", "H"],
  "positions_angstrom": [[-0.7750, -0.8628, -0.6039], [-0.1667, 1.1563, -0.6090], [0.6797, 2.2742, 0.1836], [2.2983, 1.9817, 0.0974], [2.9574, 0.9253, 0.8825], [4.3849, 1.3362, 1.2102], [5.1671, 1.6435, -0.0637], [4.4238, 2.6723, -0.9090], [2.9960, 2.2202, -1.1781], [0.3093, 2.3228, 1.7835], [-1.1197, 2.1151, 2.1250], [-1.5585, 3.1035, 3.1917], [-0.7652, 2.8788, 4.4847], [0.6860, 2.4731, 4.1744], [1.1094, 3.0032, 2.8153], [0.4514, 3.7060, -0.5909], [1.1483, 4.9061, -0.0973], [0.1614, 6.0440, 0.1061], [-0.4713, 6.4476, -1.2358], [-0.5198, 5.2562, -2.2046], [-0.7198, 3.9519, -1.4513], [2.9801, 0.0104, 0.2789], [2.3830, 0.7106, 1.7820], [4.8615, 0.5272, 1.7673], [4.3693, 2.2181, 1.8591], [5.2871, 0.7211, -0.6426], [6.1705, 1.9947, 0.1784], [4.9315, 2.8358, -1.8614], [4.3955, 3.6333, -0.3868], [2.9974, 1.2864, -1.7566], [2.4468, 2.9711, -1.7437], [-1.2752, 1.0982, 2.4872], [-1.7298, 2.2232, 1.2241], [-2.6279, 2.9855, 3.3680], [-1.4126, 4.1215, 2.8202], [-1.2450, 2.0984, 5.0785], [-0.7836, 3.7878, 5.0880], [0.7852, 1.3864, 4.1541], [1.3696, 2.8421, 4.9414], [2.1658, 2.8208, 2.6275], [0.9606, 4.0895, 2.7830], [1.9196, 5.2014, -0.8188], [1.6728, 4.6620, 0.8272], [0.6632, 6.8923, 0.5726], [-0.6081, 5.7093, 0.8079], [0.0950, 7.2630, -1.6880], [-1.4793, 6.8286, -1.0652], [0.4077, 5.1902, -2.7801], [-1.3255, 5.3806, -2.9285], [-0.8372, 3.1059, -2.1262], [-1.6380, 4.0182, -0.8540], [-1.7570, 0.9084, -3.3587], [-0.0940, 0.5863, -3.8157], [0.7044, -0.7430, -2.8896], [0.4967, 1.4729, -3.6218], [-0.0716, 0.2637, -4.8501], [-6.8810, -1.7319, -3.1220], [-6.2647, -2.8437, -3.6813], [-4.9196, -3.0840, -3.4474], [-4.1897, -2.2206, -2.6353], [-4.8079, -1.1031, -2.0865], [-6.1524, -0.8583, -2.3294], [-2.2982, -2.4785, -2.3438], [-1.7510, -2.6728, -4.2145], [-0.7319, -3.5435, -4.5862], [-0.3242, -3.6275, -5.9105], [-0.9313, -2.8414, -6.8791], [-1.9579, -1.9802, -6.5184], [-2.3676, -1.8988, -5.1943], [-2.0923, -4.2950, -1.6891], [-3.1691, -5.1311, -1.4245], [-2.9541, -6.3907, -0.8807], [-1.6675, -6.8208, -0.5940], [-0.5892, -5.9815, -0.8382], [-0.8050, -4.7212, -1.3721], [-7.9310, -1.5469, -3.3074], [-6.8323, -3.5220, -4.3049], [-4.4401, -3.9398, -3.9082], [-4.2484, -0.4268, -1.4509], [-6.6298, 0.0090, -1.8927], [-0.2545, -4.1788, -3.8518], [0.4633, -4.3174, -6.1854], [-0.6181, -2.9122, -7.9125], [-2.4547, -1.3794, -7.2695], [-3.1869, -1.2403, -4.9361], [-4.1814, -4.8014, -1.6151], [-3.7994, -7.0337, -0.6730], [-1.5068, -7.8028, -0.1689], [0.4168, -6.3039, -0.6012], [0.0427, -4.0593, -1.5265], [-1.5439, -2.6605, 0.8206], [-3.1248, -1.9756, 1.7025], [-4.1253, -2.7529, 0.3258], [-2.5708, -0.4535, 0.5555], [-4.5948, -0.9612, 2.2405], [-2.0091, -1.1843, 3.0114], [-3.3304, -3.4611, 2.8040], [2.9707, -2.8588, 0.8219], [2.0434, -2.3169, -0.0453], [0.9744, -1.6329, 0.3785], [0.8044, -1.4953, 1.6997], [1.6644, -2.0300, 2.6506], [2.7782, -2.7189, 2.1873], [1.2716, -1.9700, 4.0755], [1.9220, -1.4692, 5.1235], [3.1936, -0.7312, 5.1484], [3.6682, -0.2397, 6.3599], [4.8355, 0.5031, 6.3278], [5.4920, 0.7420, 5.1965], [4.9619, 0.2162, 4.0991], [3.8501, -0.5022, 4.0031], [3.8218, -3.3972, 0.4298], [2.1503, -2.4335, -1.1172], [-0.0677, -0.9505, 2.0333], [3.4793, -3.1494, 2.8900], [0.3025, -2.4202, 4.2715], [1.4442, -1.5699, 6.0916], [3.1437, -0.4243, 7.2868], [5.2546, 0.9219, 7.2356], [5.4995, 0.3998, 3.1751]],
  "s2": 3.76,
  "multiplicity": 4,
  "homo_energy_ev": [-9.55, -10.93],
  "e_above_lowest_kj_mol": 124.8,
  "lumo_ev": [-2.52, -4.25],
  "mol_weight_g_mol": 1155.41,
  "charge": 1,
  "energy_ha": -7318.07693
}